DFT (wB97M-V/def2-TZVPD) results for a structure of composition C30H58N2OP2Si2TeZr.

## Properties
Energy above the lowest of the compared OMol25 structures with the same formula, charge and spin in kcal/mol: 0.0
Net charge: +4
Frontier orbital gap in eV: 4.89

Last column: Löwdin charge in e.
Geometry (Å):
Zr 0.42336 0.92127 0.49073  1.284
C -3.10886 -0.90895 0.20633  -0.221
P -1.69877 -0.59836 1.28556  0.931
C -1.09773 -2.23820 1.78765  -0.419
N -2.00600 -3.18505 1.93892  0.163
C -1.60149 -4.37177 2.42013  -0.174
C -2.53873 -5.42145 2.60736  0.032
C -2.11723 -6.62017 3.13689  0.007
C -0.76691 -6.82294 3.49521  0.007
C 0.17110 -5.83056 3.31933  0.032
C -0.22595 -4.58249 2.77536  -0.175
N 0.68150 -3.61151 2.58372  0.163
C 0.25638 -2.46475 2.08357  -0.424
P 1.51683 -1.20209 1.77959  0.959
C 2.47838 -1.04943 3.30123  -0.181
C 2.59053 -1.67562 0.35385  -0.711
C 3.24955 -3.05130 0.45318  -0.032
C 3.64410 -0.56991 0.22890  -0.065
C 1.62858 -1.60856 -0.83818  -0.097
C -2.28366 0.32475 2.78230  -0.707
C -1.11839 0.43339 3.76579  -0.075
C -2.70427 1.70504 2.26912  -0.070
C -3.47005 -0.37973 3.45289  -0.041
H -3.88757 -1.39453 0.79779  0.075
H -2.81958 -1.60137 -0.58468  0.052
H -3.49417 0.01521 -0.22157  0.043
H -3.57126 -5.24727 2.33462  0.130
H -2.82407 -7.42539 3.28866  0.135
H -0.47606 -7.77765 3.91357  0.135
H 1.21039 -5.97283 3.58465  0.131
H 2.76674 -2.06136 3.60094  0.080
H 1.87319 -0.62144 4.10041  0.059
H 3.37945 -0.45608 3.15256  0.061
H 3.91862 -3.10655 1.31163  0.104
H 3.84832 -3.23452 -0.44083  0.114
H 2.51118 -3.84632 0.53910  0.088
H 4.39612 -0.61845 1.01543  0.105
H 3.19953 0.44402 0.27189  0.040
H 4.15719 -0.64087 -0.73172  0.119
H 0.79023 -2.30541 -0.76945  0.105
H 2.14479 -1.76156 -1.78891  0.123
H 1.17561 -0.58358 -1.00544  -0.017
H -0.24475 0.95015 3.33637  0.041
H -0.79667 -0.54509 4.12659  0.094
H -1.42646 1.02062 4.63299  0.118
H -1.92465 2.17336 1.63688  0.035
H -2.88638 2.38439 3.10363  0.119
H -3.61118 1.66418 1.66652  0.101
H -3.24127 -1.41904 3.69115  0.090
H -4.36611 -0.34895 2.83470  0.095
H -3.70496 0.12937 4.38925  0.115
C 1.80082 4.03035 3.25565  -0.108
C 1.23454 4.93085 2.16287  -0.111
C 0.24252 4.03669 1.45452  -0.074
O 0.83089 2.63122 1.58828  -0.442
C 2.02615 2.72803 2.52830  -0.092
H 1.09641 3.89863 4.07757  0.142
H 2.73468 4.41206 3.66592  0.154
H 2.01414 5.27489 1.48291  0.135
H 0.73400 5.80799 2.57100  0.153
H 0.13654 4.21591 0.38460  0.121
H -0.72504 3.98464 1.94937  0.127
H 2.90423 2.74839 1.88143  0.136
H 1.99818 1.83221 3.14807  0.109
C 2.36484 4.70724 -3.71388  -0.141
Si 1.83367 3.04424 -3.06030  0.486
C 2.43249 1.58413 -4.07594  -0.158
C 2.47053 2.82383 -1.26889  -0.153
C -0.07453 3.06675 -2.84486  -0.509
Te -1.06855 1.35491 -2.01923  1.303
C -0.67773 -0.03385 -3.62871  -0.477
Si -2.21215 -0.36720 -4.77967  0.467
C -2.87224 1.32222 -5.25524  -0.176
C -3.46025 -1.37962 -3.79548  -0.150
C -1.44491 -1.30206 -6.20882  -0.153
H 3.45337 4.79063 -3.71278  0.059
H 1.96514 5.54372 -3.13901  0.050
H 2.03816 4.83592 -4.74778  0.060
H 3.51446 1.67274 -4.20090  0.060
H 2.00867 1.56749 -5.08090  0.056
H 2.24257 0.61235 -3.61259  0.018
H 3.51983 2.52851 -1.21541  0.067
H 1.91838 1.97680 -0.78157  -0.080
H 2.32739 3.70390 -0.64099  0.041
H -0.60378 3.18659 -3.79500  0.028
H -0.39442 3.91010 -2.22676  0.016
H -0.22536 -0.92452 -3.19054  0.010
H 0.10007 0.50046 -4.17505  -0.013
H -3.25602 1.89860 -4.40818  0.025
H -3.71227 1.20050 -5.94271  0.057
H -2.13011 1.92841 -5.77893  0.043
H -3.36980 -1.18581 -2.72292  -0.012
H -3.31964 -2.44947 -3.95247  0.049
H -4.48648 -1.13962 -4.07152  0.053
H -0.68419 -0.72439 -6.73472  0.046
H -2.22285 -1.54110 -6.93740  0.058
H -1.00082 -2.24892 -5.89750  0.045

Cartesian forces (eV/Å) of the 3 atoms listed first:
Zr 0.10 0.01 0.26
C -0.03 -0.03 -0.07
P 0.01 -0.05 0.16


DFT (wB97M-V/def2-TZVPD) results for a cluster of 8 separate species, C30H58O13 in total.

## Properties
Frontier orbital gap in eV: 9.90

Last column: Löwdin charge in e.
Geometry (Å):
C 3.82938 -2.15609 0.73387  -0.043
O 4.62163 -1.38215 1.61558  0.011
C 5.81084 -1.87569 1.95326  -0.639
O 6.11146 -3.02957 1.89749  0.137
O 6.53769 -0.87808 2.39813  0.013
C 7.89520 -1.11948 2.76123  -0.024
H 4.05986 -1.89101 -0.29839  0.098
H 2.78568 -1.93549 0.93813  0.080
H 3.99297 -3.22424 0.87141  0.094
H 8.55167 -1.08380 1.89316  0.098
H 7.96352 -2.11801 3.19931  0.095
H 8.14053 -0.36117 3.49698  0.095
C 3.26650 -3.95051 -4.61259  -0.051
O 3.02745 -4.68051 -3.42254  0.031
C 2.22825 -4.10156 -2.54013  -0.608
O 1.58317 -3.09860 -2.68780  0.125
O 2.23265 -4.85951 -1.43959  0.018
C 1.43909 -4.41065 -0.36521  -0.055
H 3.77401 -4.63356 -5.29212  0.098
H 3.93531 -3.10382 -4.46229  0.074
H 2.43576 -3.55118 -5.19562  0.102
H 1.57821 -3.34080 -0.20141  0.051
H 1.73421 -4.82269 0.59974  0.101
H 0.38341 -4.64037 -0.50877  0.105
C -4.73977 0.29548 -2.10835  -0.179
C -5.29629 -1.05072 -2.55006  -0.153
C -3.98553 -1.73097 -2.96523  -0.178
O -3.06799 -1.31553 -1.93346  -0.166
C -3.56563 -0.14710 -1.27217  -0.231
H -5.46470 0.87574 -1.52963  0.117
H -4.42061 0.94989 -2.92246  0.118
H -6.10081 -1.00036 -3.27774  0.114
H -5.61986 -1.55811 -1.63820  0.115
H -3.53806 -1.37803 -3.89628  0.120
H -4.07933 -2.81532 -2.91074  0.117
H -2.76291 0.58932 -1.17530  0.108
H -3.88129 -0.42646 -0.25734  0.105
C -2.85803 -3.32032 3.42094  -0.149
C -4.08950 -3.18602 2.52641  -0.155
C -3.54291 -3.40478 1.12077  -0.201
O -2.27720 -4.02484 1.25214  -0.137
C -1.68384 -3.54338 2.45295  -0.199
H -2.94632 -4.25785 3.97391  0.105
H -2.70633 -2.52141 4.14308  0.111
H -4.60439 -2.22661 2.59492  0.104
H -4.79645 -3.93985 2.87340  0.105
H -3.35957 -2.44605 0.61574  0.095
H -4.21756 -3.95506 0.46472  0.122
H -1.12334 -2.60959 2.30312  0.096
H -0.88034 -4.19046 2.80668  0.118
C 3.57494 -0.52536 -3.83006  -0.180
C 4.26172 -0.25640 -5.14837  -0.175
C 3.65019 1.07765 -5.54890  -0.208
O 3.57980 1.80768 -4.32528  -0.140
C 3.30659 0.89372 -3.25551  -0.180
H 4.18683 -1.08495 -3.12172  0.105
H 2.61752 -1.02087 -3.96944  0.097
H 3.95939 -1.00461 -5.88781  0.107
H 5.34862 -0.21865 -5.12209  0.117
H 2.66814 0.96180 -6.02403  0.118
H 4.20268 1.65839 -6.28796  0.119
H 2.27289 0.91560 -2.89911  0.099
H 3.94418 1.23992 -2.44226  0.116
C -5.00047 2.23853 3.89430  -0.156
C -3.80020 1.90518 3.00823  -0.173
C -3.34878 3.24975 2.46464  -0.204
O -4.59025 3.92870 2.25647  -0.146
C -5.48887 3.58950 3.30355  -0.195
H -4.74557 2.29900 4.95140  0.104
H -5.78021 1.47756 3.82994  0.101
H -4.09248 1.26502 2.17641  0.106
H -3.04485 1.43143 3.63502  0.102
H -2.85380 3.16731 1.49642  0.107
H -2.68318 3.81153 3.12737  0.114
H -6.48477 3.49586 2.87928  0.113
H -5.44812 4.33005 4.10634  0.112
C -0.22234 5.87086 0.76013  -0.170
C 1.25149 5.72244 0.38330  -0.162
C 1.91636 5.65653 1.76466  -0.214
O 1.00478 6.15808 2.71747  -0.129
C -0.28961 5.76353 2.27446  -0.201
H -0.89018 5.27030 0.13850  0.104
H -0.49699 6.89114 0.47267  0.108
H 1.55097 6.55189 -0.25577  0.104
H 1.53884 4.81715 -0.15719  0.096
H 2.87138 6.18358 1.79960  0.120
H 2.12604 4.61189 2.03917  0.115
H -1.12652 6.33311 2.67757  0.122
H -0.45071 4.73497 2.63426  0.106
O -0.59172 1.59739 2.89059  0.111
C -0.38050 1.06599 1.83362  -0.493
O -0.43089 -0.25734 1.68596  0.026
C -0.33651 -0.66497 0.31693  -0.132
C 0.24972 0.52813 -0.43007  -0.126
C 0.04909 1.71294 0.54298  -0.058
H -1.38396 -0.78043 0.03107  0.100
H 0.22467 -1.57507 0.13338  0.111
H -0.23828 0.72657 -1.37920  0.112
H 1.33027 0.39050 -0.49524  0.106
H -0.76349 2.36807 0.22135  0.116
H 0.96623 2.27636 0.68934  0.119

Cartesian forces (eV/Å) of the 3 atoms listed first:
C -0.20 -0.50 -0.12
O -0.32 0.64 -0.15
C -0.50 -0.18 0.05